Entry from the OMol25 dataset: a molecular structure, C18H10Cl2N5O3Pd at a distorted geometry (ωB97M-V/def2-TZVPD).

Values from the calculation:
energy above the lowest of the compared OMol25 structures with the same formula, charge and spin	0.0	kcal/mol
frontier orbital gap (alpha / beta)	6.942 / 6.941	eV
multiplicity	1
E_HOMO (alpha / beta)	-4.2277 / -4.2272	eV
total charge	-1

Geometry (Å):
H: -0.69895 3.28215 -3.85675
C: -0.93815 3.40608 1.33184
C: -0.29194 2.28098 -3.87335
C: -0.40545 1.15194 2.05818
C: -0.61585 1.55879 3.37421
C: -0.97075 2.86830 3.67011
C: 0.12693 1.65318 -5.03092
C: 0.45941 -4.88737 1.93023
H: -0.51115 0.83649 4.16709
N: -0.05546 -0.14478 1.67000
Cl: -1.20807 3.30788 5.34254
H: 0.06465 2.16097 -5.98628
Cl: -1.58129 5.44350 2.98084
C: 0.70448 -0.23573 -3.71122
C: 0.03432 -2.54205 1.76762
N: -0.02831 -2.60484 0.44065
C: 0.15194 -3.78321 -0.15225
C: -0.56592 2.10331 1.01093
C: 0.40287 -4.95274 0.54360
O: -1.19816 3.40519 -1.52764
H: 0.65259 -5.77903 2.51559
C: -0.18602 1.60617 -2.66227
C: -0.18911 -1.19842 2.46447
H: 0.54340 -5.88670 0.01322
N: 2.28098 -1.10890 -0.91180
H: 0.28125 -3.54813 3.62548
H: 0.09323 -3.78535 -1.23729
C: 0.63897 0.36450 -4.95377
Pd: 0.80729 -0.25318 -0.37907
O: 3.18901 -0.63415 -0.34643
N: -0.30165 1.64954 -0.28405
N: 0.29461 0.36508 -2.59723
H: -1.08471 4.12105 0.53829
O: -0.49964 -1.26090 3.66454
H: 0.98283 -0.16294 -5.83408
C: 0.26431 -3.66811 2.55114
C: -0.61751 2.31875 -1.37928
C: -1.13148 3.78871 2.65236
H: 1.10650 -1.23604 -3.58927

Force components x, y, z for each atom (eV/Å):
0.01 -0.02 0.00
0.00 0.02 -0.04
-0.04 0.01 -0.06
0.01 -0.10 0.02
0.01 -0.02 0.01
0.01 0.00 -0.02
-0.01 0.03 -0.02
0.00 0.00 0.02
0.00 0.02 0.00
0.12 -0.03 0.00
0.00 0.00 -0.06
-0.01 0.00 0.02
0.01 -0.07 0.00
-0.07 -0.05 0.06
0.03 0.16 -0.01
0.01 -0.21 -0.06
-0.04 0.02 0.03
0.00 0.04 -0.09
-0.01 -0.03 0.00
0.08 -0.03 0.04
0.00 0.02 -0.01
-0.04 0.02 0.07
-0.14 -0.11 0.13
0.00 0.03 0.02
-0.88 0.03 0.04
0.00 0.00 -0.03
0.01 0.01 0.03
-0.02 0.00 -0.05
-0.07 0.36 -0.49
0.98 -0.06 0.26
-0.12 -0.09 0.20
0.24 0.02 0.03
0.01 0.00 0.01
0.03 0.03 -0.06
0.00 0.01 0.02
0.02 -0.09 0.07
-0.14 0.09 -0.13
-0.01 0.01 0.01
0.03 0.00 0.02



Entry from the OMol25 dataset: a molecular structure, C18H10Cl3F6IrN2O5S2 at a distorted geometry (ωB97M-V/def2-TZVPD).

Values from the calculation:
energy above the lowest of the compared OMol25 structures with the same formula, charge and spin	50.8	kcal/mol
frontier orbital gap (alpha / beta)	5.875 / 5.678	eV
multiplicity	5
<S²>	6.084
E_HOMO (alpha / beta)	-6.0862 / -8.8000	eV

Geometry (Å):
C: -2.98074 0.27648 3.49638
C: 1.81161 4.95164 -1.07568
C: 0.30518 1.59353 -0.54265
C: -4.69737 -2.87812 2.03478
F: 2.60042 0.19599 -2.00608
Cl: -4.69129 -4.18399 -0.28303
C: -3.36714 -0.85321 2.65416
O: 0.81791 -1.56240 -0.01227
H: -1.67839 1.99215 3.53449
Cl: 4.34910 5.92201 -0.99338
C: -4.19801 -2.91727 0.73274
C: -4.32549 -1.87278 2.93874
H: 1.54523 5.95648 -1.37664
S: 1.25892 -2.87451 -0.52280
C: 2.33538 -0.51659 -3.16002
H: 4.55026 3.18555 -0.08583
O: -2.79639 -1.72655 -0.93882
O: 0.69969 -4.08165 0.00461
Cl: -5.18328 -1.95871 4.40856
C: -2.79682 -0.99292 1.37129
C: 3.52877 3.41957 -0.32598
H: -5.37884 -3.66211 2.34295
H: -0.16891 4.05621 -1.25644
O: 0.67172 -2.14310 -4.38889
N: 1.34462 -2.97372 -2.13955
C: -1.39375 0.88530 1.76733
O: -0.33409 -0.96678 -2.42772
F: 3.73069 -3.82362 -0.66184
H: 0.64982 0.60413 -0.15126
H: -3.44072 0.44896 4.48188
C: 3.17201 4.69803 -0.75359
F: 3.73033 -1.70821 0.00960
C: 2.61300 2.38066 -0.28452
F: 3.42714 -1.23549 -3.52106
H: 2.89308 1.39566 0.09466
C: 1.27026 2.59990 -0.64493
N: -1.82582 -0.11792 0.98887
C: 0.88846 3.92516 -1.01745
C: 3.02622 -2.88770 0.06151
C: -2.01947 1.12590 2.98200
C: -3.26019 -1.91262 0.32967
H: -0.58245 1.50527 1.44438
F: 1.96428 0.36262 -4.13696
F: 2.94838 -3.24226 1.38162
H: -0.76241 1.84937 -0.68209
S: 0.85406 -1.70986 -3.03579
Ir: -1.10497 -0.52847 -0.63494

Force components x, y, z for each atom (eV/Å):
-1.44 -1.92 -0.30
0.53 -0.25 0.12
-0.65 -0.22 -0.16
0.57 -0.49 -1.95
-0.35 -1.44 -1.91
0.11 -0.02 -0.46
-0.41 0.20 0.90
0.39 -0.83 0.26
-0.05 -0.09 0.13
0.10 0.10 0.15
-0.79 0.09 1.72
0.11 0.43 0.02
-0.15 -0.08 -0.03
0.07 -0.24 -1.07
-0.18 0.75 -0.08
0.29 0.18 0.13
0.11 -0.22 3.46
0.26 0.85 -0.11
0.12 0.42 0.57
-0.37 0.31 -0.23
0.14 -0.41 -0.21
0.06 0.18 0.03
0.36 0.34 -0.02
0.16 0.57 0.94
-0.44 1.78 0.70
-1.23 1.24 3.06
3.17 -1.42 -3.46
-1.04 1.35 1.33
-0.23 0.53 -0.20
0.22 -0.26 -0.73
-1.34 -0.68 -0.25
-1.37 -1.52 -0.26
0.13 0.31 0.36
-1.40 1.22 0.50
0.12 0.34 -0.22
-0.13 0.40 0.08
-1.83 -0.98 2.27
0.07 -0.17 -0.02
1.66 -0.51 0.59
1.55 0.60 -1.00
1.32 1.43 -1.08
0.05 0.04 -0.15
0.98 -0.95 1.24
0.40 0.26 -1.67
0.84 -0.05 0.01
-1.35 -0.80 1.13
0.86 -0.35 -4.13



Entry from the OMol25 dataset: 2 unconnected molecules or ions with the total composition C18H10F17N2 at a distorted geometry (ωB97M-V/def2-TZVPD).

Values from the calculation:
frontier orbital gap	5.447	eV
multiplicity	1
E_HOMO	-11.2920	eV
total charge	+1

Geometry (Å):
F: -1.62652 0.36148 1.63043
H: -2.27951 -7.83066 -2.32558
C: 1.67938 -0.23051 -1.23893
F: -1.37640 2.91346 -0.52990
H: -3.59720 -3.81510 -2.98791
F: -2.63187 2.27641 1.47708
F: 0.53719 1.57876 2.80406
C: -1.06643 -4.94539 -1.04124
F: -1.37852 1.68663 3.80771
F: 0.88282 6.32962 2.23646
F: 1.72206 3.82139 2.32669
C: -2.92160 -4.51322 -2.51073
C: 2.77666 0.47630 -0.74482
C: -0.71607 1.95554 0.12628
F: -0.13951 -1.56918 -0.70142
F: -1.40896 4.12024 3.86814
C: -0.67491 2.15930 2.77359
C: -0.65511 0.73449 -0.83049
F: 1.22519 3.66071 4.45153
F: -0.90335 4.30839 1.75988
N: 2.86223 -0.74003 -3.26232
C: -2.18121 -6.76972 -2.13790
H: 4.78646 1.07277 -1.28729
C: 1.79774 -0.82835 -2.50826
C: 0.39705 -0.36651 -0.43121
C: -1.92921 -4.04922 -1.65783
H: -0.51966 -7.00599 -0.80278
F: 2.21417 6.00286 3.88904
C: -1.43737 1.68688 1.49700
H: -3.82293 -6.23782 -3.41104
C: 1.00217 5.75704 3.41754
H: -1.83948 -2.99027 -1.46979
F: -0.25771 1.21460 -2.03716
H: 4.68544 0.03459 -3.37057
C: -3.04791 -5.87425 -2.74945
C: -0.55806 3.72085 2.92248
C: 0.86231 4.21076 3.28965
F: 0.55586 2.37506 0.30669
C: -1.19094 -6.30636 -1.28325
H: -0.29928 -4.58505 -0.36622
F: -1.85912 0.19915 -0.98285
H: 0.97948 -1.41100 -2.90716
N: 3.87526 -0.03700 -2.76422
C: 3.88983 0.54605 -1.57932
F: 0.11146 6.25585 4.24062
H: 2.77058 0.94677 0.22602
F: 0.70551 -0.30032 0.86873

Force components x, y, z for each atom (eV/Å):
-0.02 -0.13 0.04
0.00 -0.01 0.00
1.12 0.64 0.32
0.03 -0.05 0.00
-0.01 0.00 0.01
-0.15 0.03 0.03
0.10 -0.10 -0.02
0.03 0.04 -0.02
0.01 0.01 0.04
-0.11 0.23 -0.56
0.13 0.02 -0.09
0.02 -0.01 -0.02
-0.85 -0.70 -0.69
-0.45 0.10 -0.17
0.07 0.00 0.11
-0.09 0.00 0.03
-0.24 0.00 0.14
0.17 0.04 0.07
-0.02 -0.13 0.20
-0.03 -0.02 -0.22
0.59 0.28 -0.02
0.00 0.00 0.00
0.11 0.00 -0.13
-0.35 -0.06 0.25
0.01 -0.07 -0.43
-0.04 -0.09 -0.05
0.00 -0.01 0.00
0.43 0.11 0.15
0.19 0.15 0.00
0.00 0.00 0.00
0.25 -0.52 0.00
-0.05 0.07 0.04
0.01 0.01 -0.09
-0.03 -0.12 -0.14
0.01 0.00 -0.01
0.10 0.03 0.12
-0.05 0.14 -0.06
0.21 0.01 0.02
0.01 0.00 0.00
-0.01 -0.01 0.01
-0.09 -0.04 0.04
0.01 -0.05 -0.16
-0.65 -0.21 0.15
0.01 0.22 0.45
-0.49 0.24 0.44
0.04 0.05 0.04
0.08 -0.09 0.15



Entry from the OMol25 dataset: 2 unconnected molecules or ions with the total composition C18H10FNO4S (ωB97M-V/def2-TZVPD).

Values from the calculation:
energy above the lowest of the compared OMol25 structures with the same formula, charge and spin	0.0	kcal/mol
frontier orbital gap	4.406	eV
multiplicity	1
E_HOMO	0.1875	eV
total charge	-2

Geometry (Å):
H: -3.25059 -0.82756 -0.78614
C: -2.34674 -2.69276 -0.24582
C: 0.81077 1.58072 2.24181
S: -1.37970 0.47338 -2.55588
H: 3.35150 -0.35521 -1.85341
C: -1.21266 -3.44374 -0.37185
C: 2.57080 0.39407 -1.90813
C: -0.07367 2.33201 3.02687
F: -1.14699 -4.63822 0.26053
H: 2.11724 3.73312 -1.50510
C: 0.57475 2.31861 -1.95594
C: 0.37049 0.12083 1.91404
H: 3.89116 2.01678 -1.41207
C: -2.39366 -1.47460 -0.88904
C: 1.26913 0.01323 -2.19520
O: 1.07991 -0.56784 1.15146
H: -0.22799 3.04137 -1.95470
C: 0.27437 0.98900 -2.20909
O: -2.76071 -0.05022 3.79390
H: 0.77432 -3.63164 -1.10235
C: -1.70600 0.37922 3.28956
C: 2.88148 1.72424 -1.65954
C: -0.82575 -0.36584 2.48797
C: -0.12019 -3.02729 -1.08226
H: 0.17737 3.36314 3.26622
C: -1.33365 -1.04976 -1.66233
H: -1.06730 -1.40364 2.26436
C: 1.89567 2.69513 -1.70012
O: 1.89865 1.98450 1.77783
C: -1.31160 1.86971 3.54484
C: -0.17942 -1.81255 -1.73699
N: 0.92158 -1.32358 -2.45152
H: 1.71995 -1.93343 -2.35749
H: -3.15731 -3.02531 0.38220
O: -2.08523 2.59416 4.19338

Force components x, y, z for each atom (eV/Å):
-0.11 0.03 0.10
-0.55 0.00 0.21
0.09 -0.17 -0.17
-0.07 0.02 -0.05
-0.03 -0.08 0.07
0.09 -0.26 0.12
0.16 0.11 -0.02
-0.18 0.15 0.17
0.02 -0.21 0.08
0.09 0.03 0.13
0.50 -0.13 0.01
-0.20 -0.15 -0.04
0.09 -0.11 0.05
-0.10 0.27 -0.11
0.12 0.67 0.06
0.16 0.03 -0.16
-0.02 0.09 0.08
-0.01 0.02 0.01
0.04 -0.04 -0.06
0.11 -0.02 0.07
-0.08 0.21 0.11
-0.15 0.06 -0.17
0.20 -0.19 -0.19
0.27 -0.19 -0.19
0.08 -0.01 -0.08
-0.01 0.28 -0.10
-0.10 0.04 0.05
-0.64 -0.19 -0.15
-0.07 0.04 0.04
0.17 0.13 -0.05
0.03 -0.07 0.03
0.21 -0.22 -0.03
0.04 0.01 0.05
-0.05 -0.05 0.08
-0.10 -0.09 0.06



Entry from the OMol25 dataset: C18H12BrF3IO4P in the gas phase at a distorted geometry (ωB97M-V/def2-TZVPD).

Values from the calculation:
frontier orbital gap	8.170	eV
multiplicity	1
SMILES	O=C1c2ccc(P(O)Br)c(C(F)(F)F)c2C(=O)c2c(CCCI)ccc(O)c21
E_HOMO	-9.2603	eV

Geometry (Å):
I: 3.69034 -2.99099 0.68748
H: 4.45210 1.10749 2.13647
C: -3.47033 0.32001 1.62467
C: 2.21504 -2.50075 -0.81713
F: -3.32284 -1.78152 -2.04978
F: -1.19644 -1.53306 -1.98526
C: 1.26357 0.81362 -0.06227
O: 2.28503 1.93128 3.29909
C: -2.36494 0.99212 2.07847
H: 4.57885 0.24697 -0.17301
H: 1.36373 -2.01231 -0.34375
C: 3.58001 1.02451 1.49737
H: -2.34750 1.45007 3.06001
H: 1.88877 0.14297 -2.67061
H: 1.87361 -3.47506 -1.17170
C: -1.28800 1.08091 1.22885
H: 3.84738 -1.98042 -2.15340
H: 2.28862 -2.06697 -2.94111
Br: -5.76429 0.10006 -1.86853
H: -6.36890 0.30363 0.95758
H: 3.59854 0.21927 -2.34168
H: 2.10177 2.87488 3.20028
C: -2.40358 -0.20456 -0.47856
O: -0.22329 2.75010 2.52673
C: 2.78848 -1.74440 -2.02151
C: 3.60760 0.53702 0.22003
F: -2.47694 0.03382 -2.81901
C: -2.36359 -0.86784 -1.84079
C: 2.48372 0.40048 -0.57203
O: -0.08298 0.89314 -2.03947
C: -3.49783 -0.25835 0.37708
C: -0.06855 1.82604 1.75073
O: -6.16741 -0.63827 1.08278
H: -4.33662 0.25434 2.27541
C: -1.29903 0.51012 -0.02019
C: 2.64693 -0.17502 -1.96170
C: -0.02877 0.73648 -0.83792
P: -5.08843 -1.10295 -0.07362
C: 2.36483 1.43955 2.01530
C: 1.24136 1.34360 1.22468

Force components x, y, z for each atom (eV/Å):
-0.35 0.15 -0.18
0.05 -0.06 -0.23
-0.39 0.22 0.89
-0.01 -0.60 -0.76
-0.04 -0.04 0.37
-0.09 0.01 -0.11
-0.13 -0.15 -0.03
0.50 0.12 -0.48
-0.21 0.08 0.13
-0.19 -0.08 -0.13
0.26 0.08 0.11
-0.27 0.21 0.80
0.11 0.01 -0.11
-0.09 0.07 0.37
0.06 0.05 0.28
0.90 0.74 1.05
-0.17 -0.17 0.10
-0.05 -0.13 0.23
0.06 0.18 0.48
-0.21 -0.05 0.37
-0.22 0.05 -0.02
-0.36 -0.07 0.40
0.02 0.20 0.31
0.34 -0.52 -0.29
0.01 0.86 0.29
1.06 -0.26 -0.11
0.00 -0.19 -0.06
0.34 0.20 -0.22
-0.41 -0.09 -1.25
0.14 0.03 0.75
-1.37 -0.11 -0.93
-0.52 0.11 -0.32
0.71 0.70 -0.75
0.04 -0.09 -0.16
1.25 -0.30 -0.90
0.89 -0.50 -0.23
-0.22 0.10 -0.45
-0.38 -1.39 -0.13
0.35 0.18 0.29
-1.41 0.45 0.59



Entry from the OMol25 dataset: a molecular structure, C18H12BrIrN3O3SSe2 (ωB97M-V/def2-TZVPD).

Values from the calculation:
energy above the lowest of the compared OMol25 structures with the same formula, charge and spin	0.0	kcal/mol
frontier orbital gap	6.940	eV
multiplicity	1
E_HOMO	-4.4390	eV
total charge	-1

Geometry (Å):
H: -3.80104 4.39094 2.05137
C: -3.77520 -1.06445 -0.58514
N: -1.45031 2.97339 0.13376
H: -0.87633 3.44931 -1.77174
Ir: -0.30006 1.33207 0.58836
H: 4.03114 -2.08111 2.53322
C: -3.17581 4.22476 1.18537
N: 0.97844 -0.13756 1.28425
C: 3.16613 -1.52763 2.18861
C: -6.19592 -1.69934 -1.81522
H: -3.79104 0.69823 -1.77910
C: -2.23438 3.19415 1.20682
C: -2.46172 -0.74355 0.10851
S: 0.61419 1.02457 -1.55826
H: -3.99697 -2.88669 0.49834
N: 2.28932 1.27659 -1.50840
O: -1.93804 0.35335 -0.29367
H: -7.13512 -1.95746 -2.28488
C: -4.32290 -0.21063 -1.53421
Se: -1.80910 1.94507 2.54274
H: 4.02311 0.41177 2.58581
H: -4.00646 5.80573 0.01324
Br: -6.54967 -4.14381 -0.40368
C: -5.52653 -0.52900 -2.14539
H: -5.95272 0.13634 -2.88594
C: -4.43757 -2.23802 -0.24563
C: -2.46030 4.75111 -1.04865
H: 0.06656 -1.92237 0.86283
C: -3.28211 5.00081 0.05056
C: -1.55013 3.71721 -0.96737
C: 2.05441 -2.20260 1.69268
O: 4.52701 0.92409 -0.82374
H: 2.02504 -3.28193 1.64884
C: 2.04847 0.52866 1.76481
O: -2.02867 -1.52027 0.95158
Se: 1.69788 2.37229 1.62000
C: -5.63579 -2.53682 -0.86506
H: -2.52517 5.34495 -1.94903
C: 0.97195 -1.47200 1.24229
C: 3.17024 -0.14815 2.22997
C: 3.39087 1.06198 -1.13387

Force components x, y, z for each atom (eV/Å):
0.00 0.00 0.00
0.01 0.00 0.00
0.02 -0.04 0.00
0.00 0.00 0.00
0.02 0.05 -0.05
0.00 0.00 0.00
0.00 -0.01 0.01
0.03 0.02 0.01
0.00 0.00 0.00
0.00 0.00 0.00
0.00 0.00 0.00
-0.02 0.03 0.00
-0.03 0.00 0.00
-0.02 0.01 0.05
0.00 0.00 0.00
0.02 -0.04 -0.10
0.00 -0.02 0.01
0.00 0.00 0.00
0.00 0.00 0.00
0.00 -0.01 0.00
0.00 0.01 0.00
0.00 0.00 0.00
0.00 0.00 0.00
0.00 0.00 0.00
0.00 0.00 0.00
0.01 0.00 0.00
0.00 -0.01 0.01
0.00 0.01 0.00
0.00 0.01 -0.01
-0.01 0.01 0.00
0.00 0.01 0.00
0.01 -0.03 -0.04
-0.01 0.00 0.00
0.00 0.02 0.01
0.00 0.00 0.00
-0.02 -0.06 0.00
0.00 0.00 0.00
0.00 0.00 0.00
0.00 -0.03 0.00
0.02 -0.01 0.00
-0.02 0.06 0.12